2 unconnected molecules or ions with the total composition C4H6BrN at a distorted geometry, computed with ωB97M-V/def2-TZVPD.

Properties
LUMO energy (alpha / beta), eV: 0.863 / -1.723
<S²>: 2.01
Energy above the lowest of the compared OMol25 structures with the same formula, charge and spin, kcal per mole: 37.52
Molecular weight, g mol⁻¹: 148.00
Charge: 0
Highest occupied orbital energy (alpha / beta), eV: -4.974 / -10.519
Multiplicity: 3

Positions of all 12 atoms, in Å:
C 0.65 3.00 0.66
C 1.06 -0.54 -0.60
C 0.03 -1.18 -0.05
C -1.48 -1.05 -0.07
N 0.02 2.03 0.65
Br 2.79 -1.20 -0.24
H 1.33 3.84 0.74
H 0.92 0.36 -1.20
H 0.25 -2.10 0.34
H -1.75 -0.57 0.86
H -2.03 -2.11 -0.23
H -1.79 -0.47 -0.87

Charges in e, computed with Löwdin, in the same order as the atoms: number 1, C, carries -0.049; number 2, C, carries -0.668; number 3, C, carries -0.316; number 4, C, carries -0.103; number 5, N, carries 0.084; number 6, Br, carries 0.712; number 7, H, carries 0.065; number 8, H, carries 0.041; number 9, H, carries 0.031; number 10, H, carries 0.057; number 11, H, carries 0.121; number 12, H, carries 0.026

***

A gas-phase ion, C4H6BrN4 (charge +1) at a distorted geometry, computed with ωB97M-V/def2-TZVPD.

Properties
LUMO energy (alpha / beta), eV: -4.894 / -4.895
Molecular weight, g mol⁻¹: 190.02
SMILES string: BrC1=[N+]2NNN=C2CC1
Charge: +1
Highest occupied orbital energy (alpha / beta), eV: -12.534 / -12.533

Positions of all 15 atoms, in Å:
C -0.13 -0.63 -1.32
C 0.20 0.20 0.71
C 1.14 -1.20 -0.92
C 1.45 -0.54 0.43
N -1.98 0.88 0.29
N -1.39 1.39 1.54
N -0.16 0.94 1.72
N -0.72 0.13 -0.37
Br -1.09 -1.13 -2.83
H 0.97 -2.24 -0.70
H 1.80 -0.86 -1.73
H 2.15 0.32 0.47
H 1.89 -1.07 1.28
H -1.86 2.24 1.90
H -2.26 1.57 -0.46

Charges in e, computed with Löwdin, in the same order as the atoms: number 1, C, carries -0.657; number 2, C, carries -0.283; number 3, C, carries -0.133; number 4, C, carries -0.063; number 5, N, carries 0.165; number 6, N, carries -0.057; number 7, N, carries 0.132; number 8, N, carries 0.058; number 9, Br, carries 0.918; number 10, H, carries 0.143; number 11, H, carries 0.149; number 12, H, carries 0.146; number 13, H, carries 0.142; number 14, H, carries 0.184; number 15, H, carries 0.157

***

A single C4H6BrNS molecule at a distorted geometry, computed with ωB97M-V/def2-TZVPD.

Properties
LUMO energy, eV: 0.401
Energy above the lowest of the compared OMol25 structures with the same formula, charge and spin, kcal per mole: 41.46
Molecular weight, g mol⁻¹: 180.07
SMILES string: C/C(S)=N/C=C/Br
Charge: 0
Highest occupied orbital energy, eV: -8.443

Positions of all 13 atoms, in Å:
C -0.89 0.13 0.09
C 1.18 -0.92 -0.33
C 2.17 -0.56 0.54
C -2.40 0.17 -0.13
N -0.12 -0.89 -0.16
S -0.37 1.82 0.15
Br 3.97 -0.58 0.14
H 1.00 1.46 0.27
H 1.60 -1.25 -1.35
H 2.09 -0.17 1.55
H -2.65 1.27 -0.17
H -3.08 -0.25 0.55
H -2.49 -0.23 -1.13

Charges in e, computed with Löwdin, in the same order as the atoms: number 1, C, carries -0.660; number 2, C, carries -0.336; number 3, C, carries -0.681; number 4, C, carries -0.106; number 5, N, carries 0.019; number 6, S, carries 0.807; number 7, Br, carries 0.682; number 8, H, carries -0.094; number 9, H, carries 0.137; number 10, H, carries 0.044; number 11, H, carries 0.046; number 12, H, carries 0.057; number 13, H, carries 0.084

***

A single C4H6BrP molecule at a distorted geometry, computed with ωB97M-V/def2-TZVPD.

Properties
LUMO energy (alpha / beta), eV: -1.043 / 0.030
Energy above the lowest of the compared OMol25 structures with the same formula, charge and spin, kcal per mole: 111.13
Molecular weight, g mol⁻¹: 164.97
Charge: 0
Highest occupied orbital energy (alpha / beta), eV: -8.243 / -8.472

Positions of all 12 atoms, in Å:
C -1.89 0.84 -0.09
C 0.89 0.69 -1.02
C 1.02 0.00 0.27
C -0.07 -1.00 0.80
P -1.87 -0.58 0.72
Br -3.39 1.43 -1.05
H 0.76 0.04 -1.85
H 1.25 1.74 -1.07
H 1.82 -0.67 0.07
H 1.24 0.59 1.22
H -0.01 -1.87 0.21
H 0.26 -1.18 1.80

Charges in e, computed with Löwdin, in the same order as the atoms: number 1, C, carries -0.956; number 2, C, carries 0.027; number 3, C, carries -0.357; number 4, C, carries -0.463; number 5, P, carries 0.804; number 6, Br, carries 0.527; number 7, H, carries 0.049; number 8, H, carries 0.070; number 9, H, carries 0.084; number 10, H, carries 0.128; number 11, H, carries 0.037; number 12, H, carries 0.049

***

A molecular structure, C4H6CdO2 at a distorted geometry, computed with ωB97M-V/def2-TZVPD.

Properties
LUMO energy (alpha / beta), eV: -4.971 / -6.753
<S²>: 0.75
Energy above the lowest of the compared OMol25 structures with the same formula, charge and spin, kcal per mole: 96.27
Molecular weight, g mol⁻¹: 198.50
Charge: +1
Highest occupied orbital energy (alpha / beta), eV: -12.617 / -12.618
Multiplicity: 2

Positions of all 13 atoms, in Å:
C -1.67 -1.46 -0.15
C -1.67 -1.44 1.16
H -1.04 -1.74 1.99
O -1.62 0.43 -1.68
C -2.36 -0.39 -0.84
H -3.29 -0.74 -1.32
H -0.97 -0.07 -2.18
H -2.69 0.03 0.38
H -1.70 -4.17 1.63
C -2.65 -3.67 1.34
O -3.65 -3.85 2.00
Cd -5.38 -4.89 1.95
H -2.58 -3.20 0.10

Charges in e, computed with Löwdin, in the same order as the atoms: number 1, C, carries -0.058; number 2, C, carries 0.086; number 3, H, carries 0.080; number 4, O, carries -0.009; number 5, C, carries -0.331; number 6, H, carries 0.119; number 7, H, carries 0.105; number 8, H, carries 0.196; number 9, H, carries 0.114; number 10, C, carries -0.179; number 11, O, carries -0.359; number 12, Cd, carries 1.081; number 13, H, carries 0.154

***

A molecular structure, C4H6CeLiO at a distorted geometry, computed with ωB97M-V/def2-TZVPD.

Properties
LUMO energy (alpha / beta), eV: -14.000 / -12.799
<S²>: 2.44
Molecular weight, g mol⁻¹: 217.15
Charge: +3
Highest occupied orbital energy (alpha / beta), eV: -18.971 / -20.604
Multiplicity: 3

Positions of all 13 atoms, in Å:
C -0.10 1.17 -1.09
C 0.82 0.46 -0.20
H -1.10 1.46 -0.73
H 0.01 1.07 -2.17
H 0.78 0.79 0.85
H 1.86 0.44 -0.55
Li 1.00 3.18 -0.92
O -1.04 -1.19 1.73
C -0.43 -1.77 0.72
C 0.35 -1.17 -0.19
Ce -2.40 0.18 2.87
H 0.77 -1.76 -1.01
H -0.52 -2.87 0.69

Charges in e, computed with Löwdin, in the same order as the atoms: number 1, C, carries -0.030; number 2, C, carries -0.217; number 3, H, carries 0.066; number 4, H, carries 0.097; number 5, H, carries 0.096; number 6, H, carries 0.124; number 7, Li, carries 0.899; number 8, O, carries -0.345; number 9, C, carries -0.188; number 10, C, carries 0.107; number 11, Ce, carries 2.083; number 12, H, carries 0.141; number 13, H, carries 0.165

***

A molecular structure, C4H6CeO3 at a distorted geometry, computed with ωB97M-V/def2-TZVPD.

Properties
LUMO energy (alpha / beta), eV: 1.615 / 2.250
<S²>: 1.15
Molecular weight, g mol⁻¹: 242.21
Charge: -1
Highest occupied orbital energy (alpha / beta), eV: -1.975 / -1.990
Multiplicity: 2

Positions of all 14 atoms, in Å:
H 1.17 -1.64 0.67
C 1.07 -0.76 1.32
C -0.10 -0.05 1.28
H -1.03 -0.61 1.39
H 0.14 0.12 2.47
O 2.35 -0.36 1.61
O 2.42 0.29 2.88
Ce 3.30 2.48 2.39
C -2.02 0.15 -2.04
C -0.95 0.30 -1.24
O -2.05 0.12 -3.44
H -3.06 0.15 -1.68
H -0.01 0.10 -1.81
H -1.23 -0.29 -3.80

Charges in e, computed with Löwdin, in the same order as the atoms: number 1, H, carries 0.103; number 2, C, carries -0.332; number 3, C, carries -0.087; number 4, H, carries 0.031; number 5, H, carries 0.098; number 6, O, carries -0.294; number 7, O, carries -0.580; number 8, Ce, carries 0.768; number 9, C, carries -0.463; number 10, C, carries -0.123; number 11, O, carries -0.166; number 12, H, carries 0.039; number 13, H, carries -0.057; number 14, H, carries 0.061

***

A single C4H6Cl2 molecule at a distorted geometry, computed with ωB97M-V/def2-TZVPD.

Properties
LUMO energy (alpha / beta), eV: 0.643 / 0.287
Energy above the lowest of the compared OMol25 structures with the same formula, charge and spin, kcal per mole: 76.86
Molecular weight, g mol⁻¹: 125.00
SMILES string: CC(C)=C(Cl)Cl
Charge: 0
Highest occupied orbital energy (alpha / beta), eV: -7.743 / -7.680

Positions of all 12 atoms, in Å:
C 0.04 -0.01 0.02
C -1.71 0.07 -0.25
C 0.72 1.26 0.10
C 0.73 -1.32 -0.03
Cl -2.55 -1.33 -0.03
Cl -2.55 1.49 0.03
H 1.87 1.23 -0.13
H 0.51 1.62 1.03
H 0.18 1.92 -0.55
H 0.82 -1.59 -1.05
H 0.23 -2.06 0.47
H 1.70 -1.27 0.38

Charges in e, computed with Löwdin, in the same order as the atoms: number 1, C, carries -0.260; number 2, C, carries -1.190; number 3, C, carries -0.127; number 4, C, carries -0.094; number 5, Cl, carries 0.628; number 6, Cl, carries 0.622; number 7, H, carries 0.134; number 8, H, carries 0.045; number 9, H, carries 0.056; number 10, H, carries 0.081; number 11, H, carries 0.034; number 12, H, carries 0.071

***

A single C4H6Cl2O2 molecule at a distorted geometry, computed with ωB97M-V/def2-TZVPD.

Properties
LUMO energy, eV: 0.521
Energy above the lowest of the compared OMol25 structures with the same formula, charge and spin, kcal per mole: 41.88
Molecular weight, g mol⁻¹: 157.00
SMILES string: OC/C=C/C(O)(Cl)Cl
Charge: 0
Highest occupied orbital energy, eV: -10.238

Positions of all 14 atoms, in Å:
C -0.66 0.09 -0.32
C 0.20 -0.09 0.61
C -2.18 0.07 -0.15
C 2.02 0.12 0.30
O -2.76 -0.55 -1.24
O 2.60 0.64 1.36
Cl 2.70 -1.50 -0.13
Cl 2.05 1.14 -1.12
H -0.31 0.51 -1.23
H -0.19 -0.44 1.52
H -2.46 1.09 -0.21
H -2.43 -0.20 0.77
H -2.08 -1.05 -1.65
H 3.51 0.17 1.49

Charges in e, computed with Löwdin, in the same order as the atoms: number 1, C, carries -0.162; number 2, C, carries -0.038; number 3, C, carries -0.255; number 4, C, carries -1.234; number 5, O, carries -0.019; number 6, O, carries -0.100; number 7, Cl, carries 0.585; number 8, Cl, carries 0.670; number 9, H, carries 0.061; number 10, H, carries 0.087; number 11, H, carries 0.113; number 12, H, carries 0.076; number 13, H, carries 0.068; number 14, H, carries 0.150